Entry 1:
Density functional theory data (the ωB97M-V functional and the def2-TZVPD basis) for a structure of composition C36H35FN2P2S2Sn.

As for the electronic energy: -89664.2808 eV. The value obtained for the HOMO-LUMO gap is 6.2266 eV. As for the net charge: +2. Its maximum force is 0.1 eV/A. Its HOMO energy is -12.8 eV.

Element x y z (Å)
Sn -0.4857 2.3589 0.9357
C 1.3360 -4.6126 -3.3341
S 2.9536 -3.8585 -3.0819
C 2.7277 -3.2055 -1.4149
C 1.8919 -1.9308 -1.3857
C 1.7086 -1.4195 0.0326
N 0.8998 -0.1681 0.1192
P -0.7325 -0.1590 0.5806
C -1.7671 -0.8429 -0.6993
C -2.3049 -0.0019 -1.6727
C -3.0295 -0.5359 -2.7249
C -3.2099 -1.9111 -2.8077
C -2.6696 -2.7545 -1.8439
C -1.9490 -2.2260 -0.7856
C -0.9399 -1.0601 2.0971
C -2.2139 -1.5260 2.4345
C -2.4268 -2.0777 3.6868
C -1.3796 -2.1623 4.5953
C -0.1152 -1.6905 4.2630
C 0.1076 -1.1293 3.0181
P 1.5124 1.3442 -0.3264
C 3.2124 1.4358 0.1652
C 4.2276 1.3890 -0.7936
C 5.5494 1.3965 -0.3784
C 5.8532 1.4545 0.9754
C 4.8415 1.5007 1.9291
C 3.5188 1.4920 1.5285
C 1.3231 1.7119 -2.0647
C 0.7160 0.8353 -2.9593
C 0.5466 1.2187 -4.2824
C 0.9700 2.4698 -4.7043
C 1.5639 3.3527 -3.8073
C 1.7393 2.9803 -2.4873
H 1.3615 -5.0866 -4.3132
H 0.5315 -3.8767 -3.3326
H 1.1469 -5.3796 -2.5839
H 3.7304 -3.0100 -1.0295
H 2.2865 -3.9809 -0.7829
H 0.9124 -2.1222 -1.8336
H 2.3882 -1.1737 -1.9991
H 2.6741 -1.2168 0.5018
H 1.2050 -2.1641 0.6524
H -2.1532 1.0712 -1.6170
H -3.4546 0.1145 -3.4773
H -3.7785 -2.3290 -3.6277
H -2.8166 -3.8237 -1.9140
H -1.5392 -2.8839 -0.0284
H -3.0333 -1.4537 1.7305
H -3.4104 -2.4407 3.9528
H -1.5495 -2.5983 5.5707
H 0.6950 -1.7536 4.9763
H 1.0918 -0.7496 2.7688
H 3.9908 1.3429 -1.8487
H 6.3427 1.3582 -1.1121
H 6.8876 1.4663 1.2918
H 5.0849 1.5502 2.9816
H 2.7353 1.5291 2.2756
H 0.3872 -0.1426 -2.6358
H 0.0904 0.5337 -4.9843
H 0.8404 2.7619 -5.7376
H 1.8935 4.3271 -4.1406
H 2.2129 3.6679 -1.7940
S 1.6638 1.6785 4.9759
C 0.7625 2.0816 3.7621
N 0.0545 2.4167 2.8560
F -5.6240 -0.1543 3.2600
C -4.8644 0.7725 2.6685
C -4.9037 0.8833 1.2898
C -4.0780 1.8124 0.6794
C -3.2338 2.6265 1.4367
C -2.2612 3.5517 0.7632
C -3.2449 2.5062 2.8297
C -4.0624 1.5801 3.4541
H -5.5781 0.2592 0.7192
H -4.1121 1.9227 -0.3976
H -2.0693 4.4761 1.3033
H -2.4786 3.7570 -0.2808
H -2.6117 3.1450 3.4336
H -4.0883 1.4791 4.5303

***

Entry 2:
Density functional theory data (the ωB97M-V functional and the def2-TZVPD basis) for an isolated molecule of C2H6N4OS at a distorted geometry.

As for the electronic energy: -21012.3043 eV. The value obtained for the HOMO-LUMO gap is 9.0060 eV. As for the SMILES: N/N=C(/NN)C(=O)S. Its maximum force is 1.5 eV/A. Its HOMO energy is -8.9 eV.

Element x y z (Å)
N 0.8658 1.9089 0.0433
N -0.3448 1.1211 0.1056
C -0.1316 -0.1390 0.0247
N -1.2265 -0.9517 -0.1563
N -2.5626 -0.4788 -0.1317
C 1.1319 -1.0132 0.0760
O 1.0080 -2.2167 0.2122
S 2.6821 -0.2082 -0.1973
H 1.0854 2.2728 1.0059
H 0.6769 2.7857 -0.4875
H -1.1035 -1.9509 0.1146
H -2.6541 0.3267 0.5360
H -2.7639 -0.0443 -1.0353
H 3.3368 -1.4125 -0.1101

***

Entry 3:
Density functional theory data (the ωB97M-V functional and the def2-TZVPD basis) for an isolated molecule of CH4BrNO5P2 at a distorted geometry.

As for the electronic energy: -101452.9705 eV. The value obtained for the HOMO-LUMO gap is 9.7808 eV. As for the SMILES: O=C(O)N(P(O)O)P(O)Br. Its maximum force is 1.7 eV/A. Its HOMO energy is -9.6 eV.

Element x y z (Å)
O -2.3358 -0.9237 0.6342
C -1.1785 -0.8761 0.3436
O -0.5123 -1.9785 -0.1326
N -0.3610 0.2644 0.4704
P 1.2965 0.2671 -0.1961
O 1.9975 -0.8721 0.7410
O 1.1863 -0.4722 -1.6096
P -1.2702 1.7451 0.1297
O -0.2454 2.7913 0.8267
Br -0.8648 2.1611 -2.0415
H -0.7978 -2.7307 0.4115
H 1.6395 -0.8059 1.6404
H 0.8452 -1.3794 -1.5588
H 0.6006 2.8096 0.3412

***

Entry 4:
Density functional theory data (the ωB97M-V functional and the def2-TZVPD basis) for a cluster of 2 separate species, C6H11N2 in total at a distorted geometry.

As for the electronic energy: -9370.0485 eV. The value obtained for the HOMO-LUMO gap is 11.1632 eV. As for the net charge: +1. Its maximum force is 7.9 eV/A. Its HOMO energy is -14.2 eV.

Element x y z (Å)
C 0.3292 -0.0332 -0.6702
C 2.1745 1.9819 2.1334
C -1.6041 -1.0983 0.5681
C -0.6388 -1.9684 -0.0465
C -1.6397 -0.5772 -2.0530
C -0.9099 -0.6439 -0.7726
N 1.2995 0.5552 -0.3958
N 2.3721 2.3993 1.0335
H 1.4427 1.1453 2.2343
H 2.7311 2.0937 3.0380
H -2.7044 -1.2345 0.3997
H -1.2662 -0.6368 1.4814
H 0.3238 -2.0561 0.5151
H -0.7378 -2.8826 -0.5691
H -1.0448 -0.1756 -2.8392
H -1.9957 -1.4739 -2.4024
H 2.9816 3.1039 0.5762
H 1.6473 1.6680 -0.0091
H -2.7603 -0.1670 -2.2217

***

Entry 5:
Density functional theory data (the ωB97M-V functional and the def2-TZVPD basis) for a cluster of 2 separate species, C5H5F3 in total at a distorted geometry.

As for the electronic energy: -13413.4970 eV. The value obtained for the HOMO-LUMO gap is 9.2355 eV. As for the SMILES: C=C1C=C1.FC(F)F. Its maximum force is 8.6 eV/A. Its HOMO energy is -8.5 eV.

Element x y z (Å)
C 2.1276 1.9206 0.5907
C 1.8607 0.6520 0.2636
C 1.9130 -0.5565 -0.5375
C 0.8542 -0.5063 0.2618
H 1.5423 2.4702 1.4200
H 2.9815 2.5178 0.2618
H 2.2788 -0.4867 -1.5497
H 0.0380 -1.0544 0.4570
F -2.6385 -0.7499 -1.5042
C -2.6619 -1.0605 -0.2204
F -3.9156 -1.5238 0.0912
F -2.3269 0.1133 0.4581
H -2.0532 -1.7358 0.0076

***

Entry 6:
Density functional theory data (the ωB97M-V functional and the def2-TZVPD basis) for a cluster of 2 separate species, C5H12N2S in total at a distorted geometry.

As for the electronic energy: -19192.4950 eV. The value obtained for the HOMO-LUMO gap is 9.1579 eV. As for the SMILES: C1CN=NC1.CCS. Its maximum force is 3.6 eV/A. Its HOMO energy is -8.2 eV.

Element x y z (Å)
C -0.8809 1.2825 2.3501
C -1.7831 1.2679 1.1417
N -1.4649 -0.0723 0.4705
N -1.0013 -0.9042 1.2537
C -0.9298 -0.2389 2.5975
H 0.0222 1.8084 2.1783
H -1.3155 1.8475 3.2142
H -2.8970 1.1446 1.3475
H -1.6355 1.9645 0.3234
H -0.0763 -0.6997 3.2242
H -1.8697 -0.6602 3.1335
C 2.5168 -1.4433 -1.3963
C 2.2754 -0.0240 -0.9629
S 0.5763 0.5493 -1.0732
H 1.8291 -2.0792 -0.8047
H 2.2917 -1.6124 -2.3989
H 3.4961 -1.6621 -1.2214
H 2.9263 0.6694 -1.5696
H 2.4712 0.1915 0.0917
H 0.2038 -0.1807 -2.0846

***

Question: Among the records above, which one has the highest maximum force?
Answer: C5H5F3

***

Question: What is the HOMO in the third record?
Answer: -9.6 eV

***

Question: What is the electronic energy in the third record?
Answer: -101452.9705 eV

***

Question: Among the records above, which one has the highest HOMO?
Answer: C5H12N2S